# 1
14 unconnected molecules or ions with the total composition C42H112O14, computed with ωB97M-V/def2-TZVPD.

- Highest occupied orbital energy: -9.63 eV
- HOMO-LUMO gap: 9.96 eV
- ΔE to the lowest compared entry with this formula, charge and spin: 2.500 eV

Structure (ORCA input):
```
! wB97M-V def2-TZVPD RIJCOSX def2/J DEFGRID3
* xyz 0 1
C -25.7120 -13.1791 -3.9034
C -25.1887 -11.8391 -4.4486
C -23.6859 -11.8247 -4.4744
O -25.7681 -11.6969 -5.7470
H -25.0737 -13.4587 -3.0562
H -25.7287 -13.9871 -4.6296
H -26.7145 -13.0484 -3.4958
H -25.6712 -11.0794 -3.8304
H -23.3418 -12.6792 -5.0879
H -23.1703 -12.1689 -3.5737
H -23.2764 -10.9187 -4.9170
H -25.1156 -11.4405 -6.4100
C -24.3734 -11.5828 -10.1296
C -23.9566 -11.7405 -8.6505
C -22.5837 -12.3169 -8.4324
O -23.9185 -10.4391 -8.0036
H -24.7600 -12.5481 -10.4479
H -23.5015 -11.2227 -10.6776
H -25.1481 -10.8207 -10.1344
H -24.7433 -12.3497 -8.1918
H -22.4711 -13.3694 -8.7435
H -22.2831 -12.4149 -7.3882
H -21.8638 -11.7977 -9.0706
H -22.9767 -10.1981 -8.0766
C -17.2664 -14.2103 -6.0137
C -16.4195 -15.2106 -6.7926
C -15.7048 -16.2289 -5.8860
O -17.4240 -15.9211 -7.5918
H -16.7009 -13.5357 -5.3632
H -18.0474 -14.6191 -5.3747
H -17.7800 -13.6189 -6.7794
H -15.8202 -14.6819 -7.5453
H -16.3712 -16.6045 -5.1187
H -14.9596 -15.6217 -5.3523
H -15.2487 -16.9694 -6.5388
H -17.0613 -16.7544 -7.9079
C -19.6570 -10.7347 -6.1673
C -20.1434 -9.3544 -6.6231
C -18.9499 -8.4818 -6.9807
O -21.0339 -9.5105 -7.7212
H -19.0172 -10.6106 -5.2892
H -19.0660 -11.3015 -6.8875
H -20.5367 -11.2869 -5.8303
H -20.6645 -8.9228 -5.7515
H -18.5290 -8.8389 -7.9311
H -18.2004 -8.4852 -6.1895
H -19.2012 -7.4475 -7.2323
H -21.1930 -8.6556 -8.1543
C -20.9083 -4.5554 -10.5431
C -20.1700 -4.9936 -9.2966
C -20.5969 -4.2295 -8.0642
O -20.4960 -6.4010 -9.0047
H -20.7586 -5.2876 -11.3439
H -20.5433 -3.6006 -10.9313
H -21.9848 -4.5843 -10.3791
H -19.0713 -4.9459 -9.3783
H -21.6892 -4.2967 -7.9719
H -20.3079 -3.1826 -7.9800
H -20.2351 -4.7025 -7.1452
H -20.2318 -6.8845 -9.8115
C -15.6705 -10.4889 -4.2255
C -14.3412 -11.0308 -4.7390
C -14.4428 -11.5624 -6.1591
O -13.3908 -9.9299 -4.7168
H -16.0270 -9.6068 -4.7638
H -15.6256 -10.2493 -3.1647
H -16.4509 -11.2483 -4.3823
H -13.8996 -11.7380 -4.0363
H -15.2653 -11.1005 -6.7208
H -14.5794 -12.6399 -6.2801
H -13.5840 -11.2925 -6.7800
H -13.5402 -9.3483 -5.4669
C -16.2573 -8.6594 -10.5758
C -15.8338 -9.4223 -9.3415
C -15.8439 -10.9326 -9.6000
O -14.4448 -9.1296 -9.0168
H -17.3337 -8.4963 -10.5848
H -15.8694 -9.0950 -11.4992
H -15.7897 -7.6666 -10.5915
H -16.4221 -9.2000 -8.4435
H -15.1955 -11.1894 -10.4428
H -16.8154 -11.2429 -10.0176
H -15.5894 -11.5256 -8.7317
H -14.3141 -8.5337 -8.2790
C -19.9771 -4.5756 -3.8037
C -19.4156 -5.8899 -3.3140
C -17.9669 -6.0641 -3.7562
O -19.5113 -5.9138 -1.9015
H -21.0645 -4.4765 -3.7775
H -19.8233 -4.5322 -4.8935
H -19.4463 -3.7041 -3.4217
H -20.0074 -6.6917 -3.7726
H -17.6706 -7.0889 -4.0133
H -17.2552 -5.7026 -3.0110
H -17.6961 -5.5352 -4.6800
H -19.5371 -6.8318 -1.5993
C -19.5017 -14.3900 -9.5819
C -18.6601 -13.1846 -10.0143
C -18.3899 -13.1663 -11.4880
O -19.3180 -11.9576 -9.6940
H -20.3977 -14.4005 -10.2045
H -19.8226 -14.2530 -8.5486
H -18.8869 -15.2802 -9.6701
H -17.7245 -13.1587 -9.4413
H -17.9453 -14.0778 -11.8872
H -17.7632 -12.3200 -11.7801
H -19.3192 -13.0295 -12.0538
H -19.4829 -11.8033 -8.7582
C -21.3624 -9.5468 -11.2894
C -20.1557 -9.0795 -12.0900
C -20.5142 -8.7696 -13.5389
O -19.6938 -7.8668 -11.4545
H -22.1342 -8.7877 -11.4439
H -21.1249 -9.7139 -10.2462
H -21.7564 -10.4203 -11.8153
H -19.3412 -9.8148 -12.0793
H -19.6986 -8.2199 -14.0164
H -21.3680 -8.0832 -13.5350
H -20.7821 -9.6204 -14.1628
H -18.8460 -7.6214 -11.8491
C -19.3470 -10.0808 0.6194
C -18.8996 -9.5745 -0.7590
C -18.5443 -10.7174 -1.7001
O -19.9108 -8.7380 -1.3497
H -18.5617 -10.6692 1.0973
H -20.2182 -10.7341 0.4817
H -19.6326 -9.2721 1.2890
H -18.0312 -8.9381 -0.5525
H -19.4674 -11.2353 -1.9809
H -17.8482 -11.4127 -1.2411
H -18.1869 -10.2297 -2.6094
H -20.6174 -9.3535 -1.6036
C -22.6785 -6.9983 -6.0019
C -22.9048 -7.3075 -4.5264
C -23.8856 -6.3677 -3.8227
O -23.4021 -8.6328 -4.3152
H -21.9204 -6.2169 -6.1271
H -23.5373 -6.6001 -6.5471
H -22.2677 -7.9064 -6.4497
H -21.9148 -7.2301 -4.0810
H -24.8573 -6.3156 -4.3200
H -23.4958 -5.3501 -3.7521
H -24.0687 -6.7983 -2.8400
H -24.1012 -8.7831 -4.9661
C -20.5580 -13.3440 -3.4180
C -21.2778 -14.6428 -3.7987
C -21.0533 -15.0961 -5.2365
O -20.9047 -15.6419 -2.8239
H -19.4769 -13.4812 -3.3504
H -20.9700 -12.9860 -2.4761
H -20.6967 -12.6372 -4.2390
H -22.3571 -14.4953 -3.6283
H -21.1452 -14.2459 -5.9073
H -21.8060 -15.8260 -5.5228
H -20.0510 -15.5218 -5.1542
H -21.2345 -15.3591 -1.9692
C -24.8466 -5.2997 -9.5555
C -24.3059 -6.4528 -10.3857
C -24.1229 -7.7118 -9.5704
O -25.2395 -6.7856 -11.4588
H -25.8247 -5.5969 -9.1728
H -25.0162 -4.3940 -10.1433
H -24.1461 -5.0679 -8.7506
H -23.3518 -6.1796 -10.8555
H -24.9617 -7.9442 -8.9153
H -23.1975 -7.6294 -8.9855
H -23.9624 -8.5977 -10.1838
H -25.1610 -6.0677 -12.1016
*
```

Löwdin atomic charge list, values in e, 2 entries: number 1, C, carries -0.06; number 2, C, carries -0.47

# 2
13 unconnected molecules or ions with the total composition C42H117N7O20, computed with ωB97M-V/def2-TZVPD.

- Highest occupied orbital energy: -8.64 eV
- HOMO-LUMO gap: 8.78 eV
- ΔE to the lowest compared entry with this formula, charge and spin: 0.791 eV

Structure (ORCA input):
```
! wB97M-V def2-TZVPD RIJCOSX def2/J DEFGRID3
* xyz 0 1
C -1.9082 1.9453 8.2078
C -1.1616 3.0917 7.4940
C -0.8942 2.7301 6.0256
O -0.1529 1.5448 5.8986
C 0.6649 1.5448 4.7542
N -1.9558 4.3220 7.5840
H -2.7200 1.5150 7.6252
H -2.2430 2.3194 9.1783
H -1.1947 1.1827 8.5305
H -0.2069 3.1292 8.0212
H -0.4453 3.6489 5.6281
H -1.8740 2.5344 5.5647
H 1.2343 0.6193 4.6851
H 1.3512 2.3947 4.7293
H 0.0691 1.5708 3.8302
H -1.3624 5.0954 7.2680
H -2.5865 4.4181 6.7870
C -4.4230 -1.5314 -0.1171
C -3.5757 -2.5439 -0.8881
C -4.4590 -3.3591 -1.8343
O -5.3693 -4.0956 -1.0378
C -6.1857 -4.9004 -1.8635
N -2.5747 -1.8421 -1.7051
H -5.1051 -1.9766 0.6081
H -4.9783 -0.8484 -0.7604
H -3.7583 -0.9238 0.5061
H -3.0867 -3.2511 -0.2071
H -3.8379 -3.9885 -2.4878
H -4.9577 -2.6895 -2.5463
H -5.5830 -5.6308 -2.4095
H -6.8475 -4.2947 -2.4911
H -6.8759 -5.4570 -1.2237
H -1.8771 -1.3566 -1.1243
H -1.9859 -2.6496 -1.9473
C -0.0400 5.1262 -1.9758
C -1.3338 5.7486 -2.4709
C -2.5164 5.5672 -1.5147
O -2.8172 4.1929 -1.3561
C -4.1249 3.9142 -0.9207
N -1.1290 7.1749 -2.7603
H 0.3336 5.6050 -1.0672
H 0.7111 5.0695 -2.7601
H -0.2527 4.0953 -1.6764
H -1.6259 5.2607 -3.4032
H -3.4031 6.0889 -1.9002
H -2.3625 6.0160 -0.5212
H -4.2778 4.2107 0.1249
H -4.3465 2.8503 -0.9803
H -4.8189 4.4736 -1.5577
H -1.9235 7.5386 -3.2748
H -1.0857 7.6845 -1.8828
C -0.2916 -8.9884 -2.0130
C 0.8355 -9.3023 -1.0049
C 1.9210 -8.2461 -1.0160
O 2.4910 -8.2063 -2.3029
C 3.4015 -7.1422 -2.4097
N 0.3165 -9.6232 0.3154
H -0.9539 -9.8482 -2.0890
H 0.1418 -8.7582 -2.9888
H -0.8064 -8.0687 -1.7181
H 1.2593 -10.2374 -1.3844
H 2.6441 -8.5027 -0.2346
H 1.4846 -7.2908 -0.6945
H 2.9292 -6.1673 -2.2458
H 3.9021 -7.0889 -3.3741
H 4.2070 -7.1907 -1.6680
H -0.3247 -10.4079 0.2005
H -0.3838 -8.9587 0.6509
C 3.6554 6.8789 -0.3575
C 4.1712 5.7992 0.5519
C 3.0921 5.1435 1.3982
O 2.6295 5.9475 2.4487
C 1.5711 5.4014 3.2151
N 4.7783 4.7271 -0.2521
H 3.0732 7.6110 0.2082
H 2.9982 6.5791 -1.1786
H 4.4536 7.4303 -0.8629
H 4.9897 6.1935 1.1668
H 3.4458 4.1937 1.8222
H 2.2742 4.8624 0.7172
H 1.8245 4.3433 3.3316
H 0.6062 5.6216 2.7450
H 1.5518 5.9291 4.1687
H 5.3035 4.0767 0.3286
H 5.5046 5.1598 -0.8195
C 1.1268 -1.4564 -7.2371
C -0.1832 -1.3585 -6.4629
C -1.0971 -2.5693 -6.6850
O -0.3500 -3.7253 -6.3285
C -1.0683 -4.9076 -6.5854
N 0.0659 -1.0625 -5.0596
H 1.7833 -0.6033 -7.0699
H 0.9855 -1.6046 -8.3097
H 1.7447 -2.3102 -6.9348
H -0.6582 -0.5130 -6.9757
H -1.3859 -2.6262 -7.7463
H -2.0575 -2.6151 -6.1550
H -0.4347 -5.7847 -6.4745
H -1.5032 -4.9367 -7.5908
H -1.9197 -4.9646 -5.8941
H -0.8155 -0.8314 -4.6056
H 0.3811 -1.9618 -4.6987
C 2.5936 2.6132 -1.8370
C 1.8067 1.3433 -2.0374
O 2.1062 0.4283 -0.9806
O 3.9898 2.3363 -1.9288
H 2.3880 3.0258 -0.8440
H 2.3143 3.3626 -2.5873
H 1.9930 0.8194 -2.9802
H 0.7370 1.5405 -2.1202
H 3.0652 0.3172 -0.9588
H 4.3905 3.0781 -1.4468
C -2.1328 1.1543 -3.0444
C -1.5099 2.1070 -4.0655
O -0.1658 1.7852 -4.4609
O -2.7004 0.0325 -3.7003
H -2.9165 1.7134 -2.5078
H -1.4950 0.7994 -2.2244
H -1.4375 3.0963 -3.6135
H -2.1703 2.1340 -4.9356
H -0.0752 0.8320 -4.7134
H -2.7650 -0.7067 -3.0297
C 3.0862 0.2888 2.2155
C 4.3225 0.4019 3.1044
O 4.0868 0.7350 4.4465
O 2.6291 1.6310 2.0004
H 2.2254 -0.2401 2.6300
H 3.4612 -0.2229 1.3261
H 4.9576 1.2127 2.7134
H 4.9982 -0.4520 2.9968
H 4.0122 1.6785 4.5837
H 1.7613 1.5253 1.5743
C -2.4095 -3.4041 4.2149
C -1.0848 -2.8735 4.7607
O -0.7682 -3.5509 5.9498
O -2.8311 -2.7237 3.0387
H -3.1860 -3.5093 4.9764
H -2.2137 -4.4456 3.9205
H -1.2742 -1.7956 4.8858
H -0.2955 -2.9049 4.0031
H 0.1397 -3.3185 6.1660
H -3.2367 -3.3950 2.4851
C -2.0831 5.9709 4.2498
C -1.2866 7.0203 5.0348
O -0.5389 6.5697 6.1574
O -3.1000 5.3679 5.0477
H -1.3746 5.1481 4.0576
H -2.4937 6.3452 3.3112
H -2.0072 7.7196 5.4784
H -0.6889 7.5567 4.2912
H -0.0559 7.3085 6.5340
H -3.6774 4.8863 4.4474
C 4.5785 -4.2014 -1.0018
C 4.7104 -2.8498 -0.3185
O 4.6517 -1.7702 -1.2336
O 5.8233 -4.6571 -1.5126
H 3.8962 -4.0975 -1.8534
H 4.1074 -4.9411 -0.3556
H 5.5128 -2.8147 0.4276
H 3.8601 -2.6701 0.3523
H 5.4381 -1.7500 -1.7891
H 6.2780 -3.9690 -2.0020
C -0.1733 -4.7645 -2.4851
O -0.3308 -3.6124 -1.6957
C 0.8376 -3.0295 -1.1556
C 0.4479 -2.3776 0.1711
N -0.1845 -1.0879 -0.0096
C -0.8704 -0.6253 1.2018
C -1.3836 0.7964 1.0756
O -0.2063 1.5802 0.9641
C -0.4553 2.9688 1.0762
H -1.1751 -5.1955 -2.5751
H 0.4513 -5.5212 -1.9946
H 0.1666 -4.5177 -3.4950
H 1.4048 -2.3262 -1.7755
H 1.5072 -3.8667 -0.9044
H 1.3876 -2.2782 0.7417
H -0.0884 -3.1758 0.6889
H 0.4844 -0.3764 -0.2932
H -0.0926 -0.6301 1.9858
H -1.5733 -1.4142 1.4702
H -1.8918 1.0569 2.0087
H -2.0112 0.8861 0.1835
H -1.0819 3.2586 0.2258
H 0.4896 3.5058 1.0868
H -1.0357 3.2009 1.9787
*
```

Löwdin atomic charge list, values in e, 2 entries: number 1, C, carries -0.07; number 2, C, carries -0.42